# 1
DFT (ωB97M-V/def2-TZVPD) results for the molecule CH4N2.

## Properties
LUMO level in Eh: 0.0329
E_HOMO in eV: -9.41
Charge: 0
SMILES string: [H]/N=C\N

XYZ file:
```
7
CH4N2 | the Open Molecules 2025 dataset | ωB97M-V/def2-TZVPD
H -1.4646 -1.1017 -0.0161
N -1.5417 -0.1025 0.0127
C -0.3623 0.4155 -0.0372
N 0.9195 -0.1581 -0.0740
H -0.3631 1.4835 -0.2171
H 1.6136 0.6375 0.3876
H 1.1987 -1.1743 -0.0558
```

***

# 2
DFT (ωB97M-V/def2-TZVPD) results for the ion C4H8NO with charge +1.

## Properties
LUMO level (spin up / spin down) in Eh: -0.1538 / -0.1538
E_HOMO (spin up / spin down) in eV: -12.34 / -12.34
Charge: +1

XYZ file:
```
14
C4H8NO | the Open Molecules 2025 dataset | ωB97M-V/def2-TZVPD
C -0.6760 0.8873 -0.1885
C 2.0004 0.9988 -0.2302
C -1.9618 0.0921 -0.0093
C 1.2091 -0.8405 0.2263
N 0.5907 0.4576 -0.0964
O 2.6167 -0.2835 0.2204
H -0.7197 1.9148 -0.4489
H 2.3400 1.7859 0.2706
H -1.6752 -0.6328 0.8363
H -2.0547 -0.5007 -0.9639
H -2.9249 0.6535 0.1609
H 1.1677 -1.3261 1.2146
H 0.8705 -1.5694 -0.5331
H 3.1943 -0.5227 -0.4319
```

***

Ordered ΔE to the lowest compared entry with this formula, charge and spin results: 1.7889; 5.6731; unit eV.
Ordered strongest force on any atom results: 4.38; 5.60; unit eV/A.